Record 1
Here is a cluster of 2 separate species, C5H14NO in total from the Open Molecules 2025 dataset. Energies are from wB97M-V/def2-TZVPD.

Structure (ORCA input):
```
! wB97M-V def2-TZVPD RIJCOSX def2/J DEFGRID3
* xyz 1 1
H -2.46 -0.12 0.16
H -0.25 0.36 -1.88
C -0.30 -1.50 -0.85
O 0.30 2.65 1.92
H -1.86 1.49 -0.11
H 0.59 2.77 2.84
H -0.09 0.35 1.14
N 0.45 0.43 0.30
H -0.74 -1.83 -1.81
H 1.54 -2.69 -0.50
H -0.50 3.13 1.76
C 1.50 -0.70 0.41
H 2.51 -0.32 0.56
C -0.48 0.02 -0.86
H 1.76 -1.51 -1.67
C 1.22 -1.67 -0.73
H -2.50 0.54 -1.41
H 1.30 -1.13 1.40
C -1.85 0.47 -0.54
H 0.79 1.34 0.01
H -0.91 -2.07 -0.16
*
```

Orbital gap in Eh: 0.4733
ΔE to the lowest compared entry with this formula, charge and spin in kJ/mol: 83.27
E in hartree: -328.65452

Record 2
Here is an isolated molecule of C4H5NOS2 from the Open Molecules 2025 dataset. Energies are from wB97M-V/def2-TZVPD.

Structure (ORCA input):
```
! wB97M-V def2-TZVPD RIJCOSX def2/J DEFGRID3
* xyz 0 1
C -0.13 -0.62 -0.11
C 0.53 0.11 -1.28
S 0.02 0.66 3.62
C -0.28 0.20 -2.39
S -1.09 1.38 -3.23
N -0.64 0.21 1.97
H -1.19 -1.08 -0.42
H 1.09 1.00 -1.20
O 1.02 -1.19 -0.85
H -0.22 -0.87 -2.82
H 1.58 -0.08 1.32
C 0.36 -0.08 1.11
H -1.04 0.38 4.29
*
```

Orbital gap in Eh: 0.2975
ΔE to the lowest compared entry with this formula, charge and spin in kJ/mol: 474.69
E in hartree: -1081.61247
Structure (SMILES): S=C[C@@H]1O[C@H]1/C=N/S

Record 3
Here is an isolated molecule of C5H9NO from the Open Molecules 2025 dataset. Energies are from wB97M-V/def2-TZVPD.

Structure (ORCA input):
```
! wB97M-V def2-TZVPD RIJCOSX def2/J DEFGRID3
* xyz 0 1
C -0.37 -0.19 -0.54
H 0.42 -0.31 1.46
C -1.82 -0.06 -0.05
H 2.26 -1.17 0.01
C -2.13 1.26 0.51
C 0.65 0.22 0.52
O -0.27 -1.56 -0.89
N -2.36 2.30 0.96
H 0.54 1.29 0.72
H 2.33 0.39 -0.85
H -0.23 0.44 -1.43
H -1.99 -0.82 0.72
H 2.80 0.28 0.85
H 0.62 -1.72 -1.23
H -2.51 -0.27 -0.88
C 2.09 -0.09 0.11
*
```

Orbital gap in Eh: 0.4267
ΔE to the lowest compared entry with this formula, charge and spin in kJ/mol: 91.55
E in hartree: -325.90268
Structure (SMILES): CC[C@@H](O)CC#N

Record 4
Here is a structure of composition C38H36BaN6O2SSb from the Open Molecules 2025 dataset. Energies are from wB97M-V/def2-TZVPD.

Structure (ORCA input):
```
! wB97M-V def2-TZVPD RIJCOSX def2/J DEFGRID3
* xyz 1 1
H -0.87 5.44 1.51
H 1.63 0.41 2.88
C 1.50 -0.83 -2.99
C -2.25 -0.15 -5.32
H -2.53 -0.63 -3.24
C -2.27 1.65 -1.24
H -0.96 -1.93 6.68
H -2.71 2.40 -1.88
N -0.41 -1.57 2.89
N 2.32 -1.70 -0.86
C -0.45 -0.53 -3.82
C -4.66 1.22 -0.51
H 2.14 -1.17 2.26
C 3.70 4.19 1.64
C 2.62 -1.19 -2.10
H -0.76 4.55 0.00
H 0.73 0.13 -6.97
C -1.33 0.07 -6.36
C -2.26 -6.29 0.06
C 0.40 -1.36 5.12
C 0.56 -1.22 3.75
H -3.52 -5.56 1.65
N -2.92 -0.26 0.13
C -0.53 4.50 1.07
C -2.77 -5.31 0.91
C 1.81 -0.63 3.16
C 0.44 -0.33 -4.87
H 3.47 1.08 0.47
H -3.31 -0.08 -5.53
H 4.87 2.00 1.05
N -1.38 -3.65 -0.13
C 3.84 6.65 2.16
C -5.12 -0.62 0.94
H -1.60 1.04 -1.86
C 0.03 -0.03 -6.16
H 4.11 6.64 3.21
H 2.57 -0.51 -4.79
O 1.31 1.08 -0.10
C 3.06 5.42 1.79
H -6.61 0.76 0.26
C -1.34 -5.92 -0.89
H 3.79 1.23 2.20
C -0.92 -4.59 -0.96
H -1.66 2.15 -0.49
C 0.86 1.85 0.80
C -1.83 -0.45 -4.04
H -0.27 -3.29 -2.54
H 3.45 -2.43 0.75
C -2.31 -4.00 0.78
C -3.33 0.83 -0.54
N 0.24 -0.82 -2.64
O -0.19 1.55 1.45
C -1.59 -2.02 3.36
N 1.69 -0.54 -4.31
H -2.77 -2.51 5.09
C 3.42 -2.01 -0.24
C -0.80 -1.82 5.61
C 0.08 -4.16 -1.98
C 1.69 5.46 1.60
H 4.42 -0.73 -3.28
H -1.70 0.30 -7.35
S 4.86 -1.69 -1.09
H 4.77 4.14 1.79
H 1.21 -1.09 5.78
H -1.11 3.68 1.49
C 0.95 4.32 1.29
C 1.62 3.10 1.14
C -5.56 0.48 0.22
C 3.01 3.03 1.31
Ba -0.30 -0.74 0.29
H 1.02 -3.87 -1.50
H -0.93 -6.64 -1.58
C 3.94 -1.10 -2.40
H -4.97 2.10 -1.06
H 0.30 -4.96 -2.69
H -5.81 -1.19 1.55
H 2.64 -0.66 3.87
Sb -3.28 -2.67 2.15
H -2.60 -7.31 0.14
H 3.26 7.55 1.97
H 4.76 6.71 1.58
C -3.78 -0.97 0.87
H 1.17 6.41 1.70
C 3.82 1.76 1.24
C -1.82 -2.15 4.72
*
```

Orbital gap in Eh: 0.2999
ΔE to the lowest compared entry with this formula, charge and spin in kJ/mol: 0.00
E in hartree: -2612.59914

Record 5
Here is a structure of composition C21H32F3NO10SiV from the Open Molecules 2025 dataset. Energies are from wB97M-V/def2-TZVPD.

Structure (ORCA input):
```
! wB97M-V def2-TZVPD RIJCOSX def2/J DEFGRID3
* xyz 3 1
H 3.38 -1.39 4.26
F 3.08 -3.39 -1.84
H -3.12 -0.63 2.39
C -0.15 3.01 -5.11
O -2.38 1.21 -4.32
H -2.15 -3.68 -0.49
H -2.74 -1.38 -1.26
H 2.73 -2.77 1.62
H -1.61 3.41 3.74
H -4.25 -1.96 2.16
O 2.73 0.74 -2.12
H -4.27 -1.38 -0.39
H 2.34 -3.51 3.17
H -3.67 -3.81 0.41
H 1.16 2.42 1.33
F 1.32 -4.53 -1.27
C 0.58 -1.56 4.05
C 2.21 3.33 -4.64
H 0.74 3.57 2.61
H 1.06 -3.30 1.97
H -1.05 3.26 -5.66
H -3.11 -0.09 -0.08
O 0.40 -3.50 -3.70
C -2.63 -3.47 0.47
H -2.50 3.02 0.77
C 3.15 1.65 -2.86
H 0.92 -2.14 4.91
H 1.10 4.48 -6.07
H -1.38 4.28 1.29
H 3.63 -0.67 2.67
C -3.19 -1.69 2.15
C -1.69 2.40 3.32
C -0.89 2.32 2.03
H -0.31 -2.07 3.67
H 0.32 -0.56 4.41
O -0.91 0.17 -2.98
V 0.94 -0.01 -2.25
O 4.39 1.93 -2.84
F 1.48 -2.44 -0.72
H 3.14 3.84 -4.84
C -0.14 2.00 -4.17
O -1.14 -1.65 0.84
C 2.91 -0.79 3.48
C -3.21 -1.15 -0.31
H -1.30 1.70 4.05
N 0.96 1.68 -3.49
C 0.59 2.55 2.26
C 1.96 -2.85 2.39
C 2.11 2.31 -3.71
C 1.06 3.69 -5.34
C -1.45 3.24 0.96
H -0.88 3.14 0.03
C 1.77 -3.37 -1.66
H -2.74 2.19 3.14
H 4.70 2.66 -3.41
O -1.11 0.95 1.50
H 0.98 1.87 3.01
H -2.13 -4.05 1.25
O 1.13 -0.61 1.89
H -3.04 0.55 -4.05
O 1.20 -1.47 -3.09
Si -0.34 -0.41 1.38
H 2.67 0.19 3.90
O 0.48 0.14 -0.77
C 1.66 -1.49 2.99
C -1.23 1.06 -3.79
C -2.59 -1.99 0.79
H -2.70 -2.28 2.93
C 1.05 -2.91 -2.95
*
```

Orbital gap in Eh: 0.2361
ΔE to the lowest compared entry with this formula, charge and spin in kJ/mol: 262.28
E in hartree: -3158.90153

Record 6
Here is an isolated molecule of CH4N2O2 from the Open Molecules 2025 dataset. Energies are from wB97M-V/def2-TZVPD.

Structure (ORCA input):
```
! wB97M-V def2-TZVPD RIJCOSX def2/J DEFGRID3
* xyz 0 1
C -1.25 0.30 0.11
H -2.11 -0.38 -0.09
O 1.06 1.04 -0.88
O -0.09 -0.42 0.46
H -1.54 1.11 0.87
H -1.02 0.79 -0.89
N 1.07 -0.06 -0.16
H 1.81 -1.63 0.50
N 2.08 -0.76 0.06
*
```

Orbital gap (alpha / beta) in Eh: 0.4055 / 0.4055
ΔE to the lowest compared entry with this formula, charge and spin in kJ/mol: 404.12
E in hartree: -300.33373
Structure (SMILES): [H]/N=[N+](/[O-])OC

Record 7
Here is a cluster of 2 separate species, C4H6NO3 in total from the Open Molecules 2025 dataset. Energies are from wB97M-V/def2-TZVPD.

Structure (ORCA input):
```
! wB97M-V def2-TZVPD RIJCOSX def2/J DEFGRID3
* xyz -1 1
C -2.18 1.19 -1.10
N 1.48 -1.23 0.83
H 1.84 -0.80 -0.02
H -0.28 1.10 0.65
C 2.46 -1.44 1.68
O -3.10 1.36 -0.31
H -1.16 -0.77 0.11
H 2.07 -1.96 2.58
C -1.07 -0.13 -0.76
O -2.04 1.55 -2.26
H -1.04 -0.63 -1.71
C -0.54 1.05 -0.40
O 3.68 -1.17 1.63
H -0.13 1.89 -0.93
*
```

Orbital gap in Eh: 0.2296
ΔE to the lowest compared entry with this formula, charge and spin in kJ/mol: 425.78
E in hartree: -436.43702

Record 8
Here is a cluster of 2 separate species, C2H4FN3 in total from the Open Molecules 2025 dataset. Energies are from wB97M-V/def2-TZVPD.

Structure (ORCA input):
```
! wB97M-V def2-TZVPD RIJCOSX def2/J DEFGRID3
* xyz 0 1
C 0.25 0.03 0.08
H 0.02 -0.81 -2.05
C -0.43 -0.34 -1.20
N -1.97 0.49 0.02
H -0.97 0.87 1.71
N -1.68 -0.03 -1.15
N -0.90 0.58 0.75
F -2.67 -1.83 0.62
H 0.68 -0.82 0.61
H 1.04 0.79 -0.05
*
```

Orbital gap (alpha / beta) in Eh: 0.2148 / 0.3083
ΔE to the lowest compared entry with this formula, charge and spin in kJ/mol: 419.87
E in hartree: -342.56301